44
Properties=species:S:1:pos:R:3:lowdin_charge:R:1 method="wB97M-V/def2-TZVPD" smiles="O=C(CNC1CCCCCC1)N1CCC[C@H]1B(O)O" gap_ev=8.95 fmax_ev_per_a=2.094 total_energy_ev=-23688.500
O 1.019 1.806 -0.505 0.069
O -3.663 0.877 -2.567 0.170
O -2.655 3.065 -2.491 0.164
B -3.006 1.877 -1.882 -0.666
C -0.105 1.435 -0.728 -0.415
N 0.855 -0.643 -1.525 -0.034
N -1.216 2.158 -0.267 -0.040
C -0.291 0.182 -1.515 -0.148
C -0.999 3.241 0.667 -0.155
C 2.074 -2.686 2.269 -0.196
C 2.263 -3.958 1.440 -0.202
C 2.856 -1.470 1.649 -0.199
C 1.643 -3.990 0.003 -0.197
C 1.965 -0.649 0.728 -0.169
C 1.864 -2.750 -0.811 -0.191
C -2.331 3.973 0.793 -0.136
C 1.179 -1.467 -0.342 -0.313
C -3.408 2.892 0.420 -0.097
C -2.634 1.800 -0.364 -0.173
H -3.655 1.226 -3.489 0.126
H -2.092 3.645 -1.947 0.109
H 1.643 -0.064 -1.786 0.117
H -0.576 0.432 -2.545 0.140
H -1.098 -0.388 -1.030 0.133
H -0.264 3.921 0.219 0.123
H -0.548 2.812 1.572 0.133
H 1.006 -2.509 2.376 0.103
H 2.422 -2.809 3.306 0.103
H 1.910 -4.811 1.980 0.089
H 3.355 -4.053 1.312 0.110
H 3.290 -0.789 2.423 0.114
H 3.728 -1.846 1.089 0.102
H 0.558 -4.105 0.049 0.108
H 2.078 -4.863 -0.490 0.108
H 2.584 0.165 0.264 0.120
H 1.236 -0.154 1.385 0.110
H 1.517 -2.962 -1.835 0.113
H 2.950 -2.537 -0.972 0.128
H -2.370 4.826 0.096 0.109
H -2.484 4.421 1.787 0.112
H 0.201 -1.792 0.066 0.144
H -4.224 3.288 -0.195 0.113
H -3.828 2.462 1.354 0.121
H -2.748 0.791 0.039 0.141

91
Properties=species:S:1:pos:R:3:mulliken_spin:R:1 method="wB97M-V/def2-TZVPD" s2=2.020 gap_ev="6.48 / 6.20" fmax_ev_per_a=0.827 total_charge=+3 e_above_lowest_kcal_mol=7.0 spin_multiplicity=3 total_energy_ev=-81212.754
W -0.084 1.128 -0.191 1.776
O -3.218 0.955 -3.051 0.011
C -2.489 1.018 -1.982 -0.001
O -1.242 0.932 -2.003 0.015
C -3.153 1.239 -0.694 0.035
C -4.496 1.404 -0.430 0.006
C -4.875 1.625 0.895 0.018
C -3.914 1.678 1.894 -0.003
C -2.585 1.509 1.533 0.049
N -2.230 1.307 0.277 -0.098
C -1.395 1.551 2.448 0.018
O -1.442 1.775 3.617 0.041
O -0.255 1.325 1.766 0.043
H -2.695 0.771 -3.853 0.001
H -5.225 1.353 -1.228 0.001
H -5.921 1.756 1.139 -0.002
H -4.166 1.846 2.932 0.001
C -0.346 4.617 0.783 0.014
P -0.059 3.641 -0.714 -0.005
C -1.350 4.163 -1.878 -0.002
C 1.501 4.139 -1.446 -0.008
C 2.335 5.083 -0.855 0.007
C 3.541 5.405 -1.464 0.002
C 3.911 4.789 -2.650 -0.001
C 3.078 3.845 -3.242 0.004
C 1.877 3.515 -2.639 0.006
H 0.389 4.382 1.553 -0.001
H -1.342 4.387 1.167 0.001
H -0.304 5.684 0.558 0.000
H -1.282 5.241 -2.027 -0.002
H -2.341 3.925 -1.487 0.000
H -1.203 3.678 -2.843 0.001
H 2.050 5.580 0.063 0.000
H 4.186 6.147 -1.015 0.000
H 4.847 5.050 -3.123 0.000
H 3.365 3.378 -4.174 0.000
H 1.219 2.786 -3.108 -0.001
C 4.223 0.363 3.310 0.000
N 3.171 0.817 2.384 0.001
C 2.550 2.075 2.814 -0.012
C 2.929 0.200 1.246 0.020
S 2.258 1.183 -0.125 -0.041
N 3.270 -1.058 1.010 0.002
C 3.360 -2.087 2.058 0.004
C 3.740 -1.520 -0.301 0.000
H 4.760 1.248 3.646 0.000
H 4.927 -0.290 2.805 0.000
H 3.804 -0.136 4.183 0.000
H 1.980 1.904 3.726 0.000
H 1.889 2.463 2.052 0.008
H 3.340 2.798 3.014 -0.001
H 4.395 -2.341 2.286 0.000
H 2.857 -2.975 1.677 0.000
H 2.851 -1.760 2.959 0.000
H 3.441 -0.843 -1.094 0.000
H 3.333 -2.508 -0.489 0.000
H 4.829 -1.584 -0.287 0.000
C 1.669 -5.624 1.698 -0.001
C 1.863 -5.237 0.378 0.000
C 1.210 -4.116 -0.120 -0.006
C 0.368 -3.384 0.714 0.013
C 0.159 -3.778 2.032 -0.001
C 0.814 -4.901 2.520 0.001
Sb -0.665 -1.750 -0.146 0.090
C -0.837 -2.403 -2.139 -0.008
C -1.587 -3.537 -2.445 0.000
C -1.605 -4.022 -3.745 0.000
C -0.860 -3.392 -4.733 0.000
C -0.088 -2.279 -4.428 0.002
C -0.075 -1.782 -3.131 -0.009
C -2.619 -1.901 0.673 -0.002
C -3.723 -2.183 -0.126 0.004
C -4.984 -2.289 0.454 0.001
C -5.142 -2.113 1.821 0.000
C -4.043 -1.817 2.618 0.001
C -2.783 -1.702 2.046 0.000
H 2.169 -6.503 2.081 0.000
H 2.507 -5.816 -0.270 0.000
H 1.338 -3.840 -1.161 0.000
H -0.518 -3.237 2.679 0.000
H 0.645 -5.217 3.541 0.000
H -2.144 -4.056 -1.672 0.000
H -2.189 -4.901 -3.983 0.000
H -0.868 -3.780 -5.743 0.000
H 0.512 -1.809 -5.195 0.000
H 0.548 -0.923 -2.895 0.007
H -3.612 -2.350 -1.191 0.000
H -5.837 -2.534 -0.165 0.000
H -6.121 -2.222 2.270 0.000
H -4.162 -1.688 3.686 0.000
H -1.934 -1.471 2.682 0.000

28
Properties=species:S:1:pos:R:3:lowdin_charge:R:1 method="wB97M-V/def2-TZVPD" smiles=Cc1ccc(O)cc1.Cc1c[nH]cn1 gap_ev=8.94 fmax_ev_per_a=3.542 e_above_lowest_kcal_mol=55.0 total_energy_ev=-16660.528
C 3.011 -1.077 2.261 -0.047
C 2.535 -1.994 1.164 -0.334
C 0.894 -3.124 0.250 -0.186
C 2.779 -2.089 -0.176 -0.100
N 1.272 -2.542 1.372 0.067
N 1.694 -2.676 -0.779 0.039
H -0.032 -3.660 0.148 0.110
H 2.251 -0.881 3.002 0.067
H 3.218 -0.087 1.846 0.072
H 1.799 -3.190 -1.646 0.143
H 3.574 -1.652 -0.759 0.110
H 3.912 -1.547 2.633 0.067
C -0.351 2.226 -2.523 -0.076
C -2.671 1.040 0.743 -0.301
C -3.308 1.840 -0.229 -0.015
C -1.404 0.517 0.765 -0.012
C -2.532 2.144 -1.322 -0.048
C -0.654 1.023 -0.299 -0.051
C -1.164 1.790 -1.363 -0.297
O -3.579 0.789 1.785 0.009
H -3.142 0.473 2.569 0.086
H -4.387 1.849 -0.164 0.120
H -0.875 -0.102 1.483 0.112
H -2.979 2.757 -2.101 0.110
H 0.437 0.994 -0.325 0.110
H -0.174 1.364 -3.181 0.087
H 0.590 2.695 -2.141 0.089
H -0.715 3.121 -3.014 0.069